{
  "formula": "C10H10BrF5FeOTe",
  "method": "ωB97M-V with the def2-TZVPD basis set",
  "symbols": ["C", "C", "C", "H", "C", "C", "H", "H", "H", "H", "Fe", "Br", "C", "C", "C", "H", "C", "C", "H", "H", "H", "H", "F", "Te", "F", "F", "F", "F", "O"],
  "coordinates": [[1.7698, -1.2128, -0.5546], [2.0229, -1.5397, 0.7970], [1.0207, -2.4977, 1.2392], [2.8807, -1.2009, 1.3703], [0.0280, -2.5537, 0.1560], [0.5466, -1.8263, -0.9396], [0.1591, -1.8301, -1.9620], [2.4353, -0.6787, -1.2296], [1.0442, -3.1397, 2.1126], [-0.8947, -3.1371, 0.1766], [-0.3476, -1.0697, 2.0120], [1.0272, 0.4991, 2.9672], [-1.2999, 2.5502, -0.9403], [-1.3050, 1.5995, -1.9971], [0.0455, 1.3424, -2.3659], [-2.1858, 1.1362, -2.4414], [0.8919, 2.1872, -1.5756], [0.0440, 2.9311, -0.6929], [0.3913, 3.6355, 0.0751], [-2.1778, 2.9159, -0.4042], [0.3858, 0.6105, -3.0960], [1.9541, 2.3119, -1.7010], [-4.0725, -1.6853, 1.2475], [-3.2855, -0.0004, 1.6237], [-3.8995, 0.6317, -0.0470], [-2.6634, 1.7606, 1.9822], [-4.8679, 0.4731, 2.5804], [-2.5104, -0.6453, 3.3216], [-1.7274, -0.5266, 0.7688]],
  "forces_ev_per_a": [[-0.4, -0.8, 0.7], [0.0, -1.1, -0.8], [-0.4, 1.1, -1.2], [-0.3, -0.2, -0.1], [1.1, -0.6, -0.1], [0.2, -0.3, 0.3], [-0.2, 0.2, 0.6], [-0.2, 0.2, 0.3], [0.1, 0.0, 0.0], [0.4, 0.0, -0.1], [0.6, -0.1, -0.7], [0.2, 1.0, 1.1], [1.5, 1.3, 1.1], [2.3, -1.7, -1.9], [-2.8, -0.2, -0.1], [0.3, 0.1, 0.3], [-1.4, 1.0, 0.9], [-0.1, -0.1, 0.1], [-0.3, -0.4, -0.5], [0.4, -0.2, -0.2], [-0.2, 0.3, 0.2], [0.1, -0.1, 0.2], [-0.3, 0.8, 0.6], [1.8, -0.2, -0.7], [-0.7, 0.0, 0.9], [-0.7, -0.8, 0.1], [1.2, -0.5, -0.9], [-0.9, 0.5, -1.1], [-1.6, 0.6, 0.9]],
  "relative_energy_kcal_mol": 0.00,
  "total_charge": -1,
  "largest_force_ev_per_a": 3.43,
  "homo_lumo_gap_ev": [5.40, 5.46],
  "multiplicity": 6
}

{
  "formula": "C10H10F2IN",
  "method": "ωB97M-V with the def2-TZVPD basis set",
  "symbols": ["C", "C", "C", "C", "C", "C", "C", "C", "C", "C", "N", "F", "F", "I", "H", "H", "H", "H", "H", "H", "H", "H", "H", "H"],
  "coordinates": [[-0.1405, -2.8476, -1.0561], [0.9751, -2.2437, -0.5668], [-1.3862, -2.1392, -0.9137], [0.9363, -1.0042, 0.0664], [-1.3501, -0.8879, -0.3480], [0.1696, 2.7475, -0.8178], [1.9185, 0.3948, 1.8975], [2.0509, -0.4513, 0.8435], [0.4409, 3.4056, 0.2351], [-2.6383, -0.1878, -0.1545], [-0.2360, -0.3966, 0.1995], [0.2232, 3.0768, 1.4745], [0.9812, 4.6796, 0.3408], [3.9515, -1.3391, 0.3426], [-0.1771, -3.8755, -1.4467], [1.9571, -2.8091, -0.6974], [-2.2892, -2.4246, -1.3007], [0.2921, 3.4149, -1.6913], [-0.0508, 1.7418, -0.7292], [0.8072, 0.5899, 2.1808], [2.7106, 0.8022, 2.4759], [-3.3097, -0.5288, -1.0047], [-3.0390, -0.5781, 0.7910], [-2.7972, 0.8606, -0.1207]],
  "forces_ev_per_a": [[-3.1, 0.3, 0.2], [2.9, -1.5, -0.6], [3.7, 0.0, -0.1], [-1.4, -0.8, 0.4], [1.0, 0.2, 0.6], [0.5, 2.0, -2.7], [-2.7, -1.4, -1.5], [1.2, 0.7, 1.2], [1.2, 3.5, 3.0], [-2.1, -1.5, -0.8], [0.0, 1.2, -0.1], [-0.1, -1.0, 0.9], [-0.8, -1.4, -1.0], [-0.3, 0.8, 0.4], [0.4, 0.7, 0.0], [-1.5, 1.0, 0.4], [-2.0, -1.3, -0.9], [0.0, -1.3, 0.1], [-0.8, -1.7, -0.3], [2.2, 0.0, -0.5], [0.5, 0.1, 0.3], [0.5, 0.3, 1.2], [-0.3, 0.1, -0.2], [1.0, 1.1, 0.0]],
  "largest_force_ev_per_a": 4.78,
  "homo_lumo_gap_ev": 8.90
}